Entry from OMol25: a cluster of 9 separate species, C30H42O27 in total (ωB97M-V with the def2-TZVPD basis set).

The value obtained for the LUMO energy (spin up / spin down) is 1.833 / 1.771 eV. Its expectation value of S² is 0.75. The spin multiplicity is 2. As for the total energy: -87071.25698 eV. The charge is -1.

Last column: Löwdin spin population.
Atoms and positions in Å:
O 3.26 3.94 2.34  0.006
O 0.75 -6.05 -0.38  0.000
O 1.37 -6.24 1.73  0.000
O 3.28 -3.51 -1.66  0.000
O 2.26 -1.68 -2.49  0.005
O 0.37 4.22 -4.65  0.016
O -1.20 1.29 -3.49  0.006
O 5.29 4.46 1.49  0.015
O -2.11 0.59 0.97  0.001
O 0.02 0.31 1.08  0.001
O 2.84 -5.14 4.03  0.000
O 0.99 6.32 -5.03  0.009
O -5.35 -2.25 1.50  0.000
O 4.25 2.72 0.72  0.026
O 4.34 -1.54 -1.91  0.013
O -6.01 -0.10 2.09  0.000
O -1.17 5.55 -5.54  0.002
O 3.42 -3.05 3.29  0.001
O -6.32 -0.43 6.46  0.000
O -4.59 0.55 5.57  0.000
O 1.29 -3.54 3.53  0.000
O -3.14 1.27 -2.50  0.001
O -1.43 -1.46 1.41  0.000
O -1.73 -0.41 -2.08  0.001
O -4.88 -1.52 5.04  0.000
O -4.72 -0.58 0.16  0.000
O 0.16 -4.44 0.88  0.000
C 2.13 5.51 -4.61  0.086
C 1.30 -2.14 3.43  0.000
C -0.03 5.37 -5.08  0.010
C -0.12 1.72 0.90  0.005
C -4.96 -4.00 0.02  0.000
C -1.58 1.82 0.50  0.006
C 2.64 -0.39 -2.85  0.029
C 3.94 -0.22 -2.10  0.042
C -3.31 2.24 -3.47  0.002
C 2.78 -1.76 3.15  0.001
C -0.39 -4.10 -0.36  0.000
C -4.18 -1.71 -0.35  0.000
C -5.31 -0.49 5.77  0.000
C -1.85 2.44 -3.97  0.005
C 3.02 -1.14 1.80  0.002
C 2.57 -3.99 3.66  0.000
C -4.36 -2.78 0.63  0.000
C -3.63 0.30 4.56  0.000
C -1.18 -0.28 1.15  0.000
C -3.53 -1.20 4.58  0.000
C 5.52 2.71 0.10  0.092
C 0.76 -5.62 0.87  0.000
C 0.38 -5.01 -1.21  0.000
C 0.89 2.10 -0.17  0.023
C -5.50 -0.90 1.31  0.000
C 6.19 4.02 0.56  0.063
C -2.04 0.59 -2.71  0.001
C 1.51 4.31 -3.88  0.086
C 3.34 -2.32 -1.98  0.001
C 4.22 3.69 1.63  0.032
H -5.93 -3.93 -0.46  0.000
H 2.70 -0.30 -3.94  0.019
H -1.74 2.61 -5.04  0.001
H 1.86 0.25 -2.45  0.008
H -0.16 -5.35 -2.09  0.000
H -4.25 -4.45 -0.68  0.000
H -4.10 0.66 3.65  0.000
H 5.18 2.87 -0.92  0.092
H 2.61 6.07 -3.80  0.038
H -5.04 -4.61 0.92  0.000
H 2.61 -1.72 0.97  0.000
H 0.72 -1.78 2.58  0.000
H 0.58 1.77 -1.16  0.006
H 1.87 1.64 -0.04  0.007
H -2.72 0.84 4.83  0.000
H -1.41 3.21 -3.35  0.004
H 7.15 3.79 1.01  0.003
H -3.85 1.91 -4.36  0.000
H 2.99 -1.05 3.95  0.001
H 4.10 -1.11 1.64  0.002
H 2.81 5.26 -5.42  0.023
H 1.23 -4.49 -1.63  0.000
H 2.73 -0.11 1.60  0.002
H -3.70 3.19 -3.11  0.001
H 0.94 -1.59 4.30  0.000
H 3.82 0.30 -1.15  0.009
H 1.91 3.30 -4.00  0.048
H -4.80 -1.84 -1.24  0.000
H -1.73 2.10 -0.54  0.002
H 4.67 0.39 -2.63  0.050
H -0.29 -3.04 -0.57  0.000
H -1.46 -4.29 -0.47  0.000
H -3.35 -1.73 3.64  0.000
H -2.76 -1.50 5.29  0.000
H -3.15 -1.49 -0.64  0.000
H -3.42 -3.01 1.11  0.000
H 1.18 3.15 -0.21  0.021
H 1.22 4.51 -2.84  0.030
H -2.03 2.70 0.96  0.003
H 0.11 2.28 1.80  0.001
H 6.07 1.78 0.27  0.006
H 6.34 4.78 -0.22  0.033